(1)
C5H13NO2 | ωB97M-V/def2-TZVPD

```
! RIJCOSX wB97M-V def2-TZVPD def2/J DEFGRID3
* xyz 0 1
O 0.90226 -2.48164 0.03294
O -2.12170 -2.65778 2.62959
N 0.46826 -0.22648 -0.01547
C 0.14547 -1.57356 0.21501
C 1.73014 0.06593 -0.67466
C -0.58273 0.72945 0.25102
C 1.97512 1.52057 -1.18628
C -1.65195 0.85734 -0.82916
H -1.11497 0.79945 -1.77563
H -0.77730 -1.52042 0.83013
H -1.39051 -2.87779 3.23521
H -2.15703 1.81697 -0.78190
H -0.99713 0.49599 1.25826
H 1.54648 1.62661 -2.18447
H -2.48719 0.13138 -0.84033
H 1.74864 -0.56890 -1.57442
H -0.18942 1.73106 0.40479
H -1.94100 -1.70718 2.62332
H 2.53141 -0.12222 0.05504
H 1.35142 2.15469 -0.54700
H 3.01172 1.80653 -1.12598
*
```

Results
ΔE to the lowest compared entry with this formula, charge and spin = 1.670 eV
Strongest force on any atom = 3.4 eV Å⁻¹
Electronic energy = -10980.209 eV
E_LUMO = 0.61 eV
HOMO = -9.2151 eV
Gap between HOMO and LUMO = 0.36120 Ha
SMILES = CCN(C=O)CC.O


(2)
C2H9NO | ωB97M-V/def2-TZVPD

```
! RIJCOSX wB97M-V def2-TZVPD def2/J DEFGRID3
* xyz 0 1
O 2.21185 -1.60448 0.30888
N -0.16874 0.65189 -0.26902
C -0.97738 -0.55218 -0.20240
C -1.10140 1.77243 0.12186
H -1.80388 -0.62741 -0.87498
H 1.31807 -1.02010 0.42482
H 0.03952 0.87207 -1.24423
H -1.29116 -0.78809 0.65572
H 1.67627 -2.42414 0.49432
H -0.18452 -1.37902 -0.34746
H -1.32807 1.81311 1.20664
H -2.05237 1.87168 -0.45296
H -0.41482 2.63299 0.03350
*
```

Results
ΔE to the lowest compared entry with this formula, charge and spin = 1.825 eV
Strongest force on any atom = 8.3 eV Å⁻¹
Electronic energy = -5755.698 eV
E_LUMO = 0.91 eV
HOMO = -9.8356 eV
Gap between HOMO and LUMO = 0.39499 Ha
SMILES = CNC.O


(3)
C23H45Br12N2O5P | ωB97M-V/def2-TZVPD

```
! RIJCOSX wB97M-V def2-TZVPD def2/J DEFGRID3
* xyz 0 1
Br 2.08014 1.42714 -0.10186
Br 3.76470 -0.62191 2.23955
Br 8.17335 1.96390 -1.24583
Br -0.97532 1.36744 -2.07068
Br -5.24083 3.13246 3.07923
Br -2.32524 7.10753 0.66500
Br 7.06419 -1.42709 -2.17255
Br -2.00221 1.46928 2.59152
Br 7.43985 -0.13911 2.33099
Br 4.50863 4.76598 -1.43120
Br 1.20945 6.37579 -1.47911
Br -0.05851 9.96083 1.20203
P -4.81257 -2.36040 0.66198
O -3.95426 -1.28894 1.46917
O 1.30670 -3.23266 -1.18246
O -4.65957 -1.81421 -0.83868
O -6.30608 -6.54378 1.09858
O -6.20055 -2.45664 1.11081
N -0.76514 -3.67732 -0.16130
N -4.79587 -4.85883 1.65911
C 9.17787 0.29920 -1.28710
C 6.34448 -1.20605 1.12593
C 4.05954 6.65923 -1.39275
C 0.16341 2.88787 -1.64161
C 0.68954 -3.71645 -0.24136
C -2.92452 1.91407 4.24411
C 2.83616 6.91320 -0.55535
C -2.42918 8.91575 -0.04130
C -5.27224 -6.38706 -1.66978
C -0.60852 -1.35797 0.72253
C -2.77758 -4.39549 -1.48091
C -5.06983 -5.30415 -0.63348
C -5.51376 -5.67402 0.78324
C -3.92528 -3.95432 0.89244
C -3.64101 -4.85742 -0.32574
C 8.78442 -0.56119 -2.45746
C -1.17165 -2.28681 -0.34905
C 5.05135 -0.52308 0.78201
C -4.41030 1.71085 4.11532
C 1.42455 -4.37744 0.89589
C -1.06655 9.45523 -0.38418
C 1.61215 2.49065 -1.66105
C -1.28761 -4.54495 -1.22851
H -3.71072 -0.54479 0.90731
H -0.24612 -0.44484 0.28368
H -1.42690 -1.06431 1.36645
H -4.88525 1.74704 5.09292
H 5.17859 0.52799 0.54522
H 9.01349 -0.19055 -0.33338
H 3.94011 6.97569 -2.42314
H 4.92475 7.15513 -0.95918
H -2.65852 2.93702 4.48705
H -3.00605 -3.39079 -1.81682
H -0.16146 3.25462 -0.67364
H 6.19565 -2.16719 1.60612
H -3.18182 -5.74371 0.11152
H -4.42963 -7.06522 -1.72979
H 1.86599 1.88975 -2.52838
H -3.00796 -3.80653 1.45263
H 0.12671 -1.82357 1.36744
H 2.85344 6.37014 0.38337
H -2.24384 -2.18831 -0.32725
H 8.70021 0.00383 -3.37917
H -4.95453 -2.48626 -1.45900
H -1.12246 -5.57659 -0.91997
H -0.75387 -4.42580 -2.17159
H -3.03926 8.84441 -0.93875
H 1.79113 -5.32978 0.52612
H 4.57201 -1.02441 -0.05587
H -0.04175 3.63881 -2.39986
H -6.14272 -6.96630 -1.37588
H -5.49957 -5.94589 -2.63108
H -2.94666 9.51298 0.70148
H 9.49763 -1.37118 -2.59094
H 6.94311 -1.33730 0.22916
H -3.01164 -5.03578 -2.32742
H -1.15485 10.36467 -0.97417
H -4.66161 0.77668 3.62321
H 2.71921 7.97619 -0.35615
H -2.51212 1.24437 4.99526
H 2.25817 3.36682 -1.61364
H -0.87701 -1.92394 -1.33657
H -5.75077 -4.48272 -0.87540
H 0.81518 -4.49468 1.77851
H -0.45960 8.73218 -0.91861
H 2.29081 -3.76119 1.09216
H -5.34645 -4.42728 2.38607
H 10.22190 0.59308 -1.36403
*
```

Results
Strongest force on any atom = 1.8 eV Å⁻¹
Electronic energy = -887601.047 eV
E_LUMO = 0.30 eV
HOMO = -9.2296 eV
Gap between HOMO and LUMO = 0.35020 Ha
SMILES = CCN(CC[C@@H]1[C@@H](C)C(=O)N[C@@H]1P(=O)(O)O)C(C)=O.BrCCBr.BrCCBr.BrCCBr.BrCCBr.BrCCBr.BrCCBr